Molecular formula: C13H14BrNO4S2
Method: DFT, ωB97M-V/def2-TZVPD

Computed properties:
* HOMO: -8.109 eV
* SMILES: Cc1ccc(CNC(=O)CCS(=O)(=O)c2ccc(Br)s2)o1
* LUMO energy: 0.34 eV
* total charge: 0

Bonds (Å) are listed after each position.
Geometry (Å):
1 C -3.76954 -2.04601 1.76250  C2 1.486, H22 1.085, H23 1.089, H24 1.089
2 C -3.14259 -1.21365 0.70263  C1 1.486, C3 1.362, O21 1.352
3 C -3.43136 0.03514 0.24179  C2 1.362, C4 1.416, H25 1.070
4 C -2.48484 0.31402 -0.77431  C3 1.416, C5 1.361, H26 1.070
5 C -1.68506 -0.78436 -0.85896  C4 1.361, C6 1.491, O21 1.352
6 C -0.52206 -1.09463 -1.73879  C5 1.491, N7 1.458, H27 1.095, H28 1.096
7 N 0.68436 -1.40606 -0.98214  C6 1.458, C8 1.345, H29 1.007
8 C 0.99364 -0.88809 0.21956  N7 1.345, O9 1.214, C10 1.529
9 O 0.28282 -0.12036 0.83586  C8 1.214
10 C 2.33634 -1.35905 0.77807  C8 1.529, C11 1.514, H30 1.093, H31 1.090
11 C 3.00713 -0.21489 1.50740  C10 1.514, S12 1.826, H32 1.087, H33 1.087
12 S 3.51454 1.02977 0.27212  C11 1.826, O13 1.435, O14 1.440, C15 1.777
13 O 4.40589 1.96176 0.90169  S12 1.435
14 O 3.97039 0.34074 -0.90679  S12 1.440
15 C 2.02758 1.88590 -0.19013  S12 1.777, C16 1.362, S20 1.714
16 C 1.47817 1.92142 -1.43567  C15 1.362, C17 1.408, H34 1.074
17 C 0.24729 2.60383 -1.46679  C16 1.408, C18 1.364, H35 1.075
18 C -0.10266 3.05300 -0.22776  C17 1.364, Br19 1.864, S20 1.725
19 Br -1.66031 3.97933 0.20810  C18 1.864
20 S 1.06593 2.68045 0.98514  C15 1.714, C18 1.725
21 O -2.08801 -1.72204 0.02731  C2 1.352, C5 1.352
22 H -4.62776 -1.52496 2.17510  C1 1.085
23 H -3.05486 -2.24298 2.56072  C1 1.089
24 H -4.09218 -3.00358 1.35543  C1 1.089
25 H -4.21090 0.68432 0.58324  C3 1.070
26 H -2.41618 1.20852 -1.35772  C4 1.070
27 H -0.74615 -1.97060 -2.35717  C6 1.095
28 H -0.34606 -0.23314 -2.39345  C6 1.096
29 H 1.36899 -1.97608 -1.45249  N7 1.007
30 H 2.14647 -2.18745 1.46571  C10 1.093
31 H 2.99185 -1.70010 -0.02360  C10 1.090
32 H 3.91985 -0.51303 2.01592  C11 1.087
33 H 2.33044 0.27795 2.20138  C11 1.087
34 H 1.95703 1.47017 -2.28506  C16 1.074
35 H -0.34815 2.75473 -2.34884  C17 1.075